{
  "formula": "C23H73F3N17O15",
  "method": "ωB97M-V/def2-TZVPD",
  "species": ["F", "F", "F", "O", "O", "O", "O", "O", "O", "O", "O", "O", "O", "O", "O", "O", "O", "O", "N", "N", "N", "N", "N", "N", "N", "N", "N", "N", "N", "N", "N", "N", "N", "N", "N", "C", "C", "C", "C", "C", "C", "C", "C", "C", "C", "C", "C", "C", "C", "C", "C", "C", "C", "C", "C", "C", "C", "C", "H", "H", "H", "H", "H", "H", "H", "H", "H", "H", "H", "H", "H", "H", "H", "H", "H", "H", "H", "H", "H", "H", "H", "H", "H", "H", "H", "H", "H", "H", "H", "H", "H", "H", "H", "H", "H", "H", "H", "H", "H", "H", "H", "H", "H", "H", "H", "H", "H", "H", "H", "H", "H", "H", "H", "H", "H", "H", "H", "H", "H", "H", "H", "H", "H", "H", "H", "H", "H", "H", "H", "H", "H"],
  "coordinates": [[1.1559, -1.5009, -1.8375], [-0.0931, -3.1601, -1.5465], [1.3050, -2.6189, 0.0958], [2.5221, 1.5390, 4.8235], [-0.1418, -2.9705, 3.9573], [1.7206, 1.8699, -4.5503], [-4.9073, 2.7478, -2.6359], [-2.9585, -3.1074, -5.0008], [2.5845, 5.3794, 1.7210], [4.8655, 3.0210, -1.3912], [-2.2976, 6.1684, -0.1986], [1.5814, -1.3298, -4.5033], [-3.0286, -6.5308, -2.3784], [-4.2079, 2.3498, 1.9742], [3.8972, 3.2043, 2.7416], [-0.0915, -0.0916, 0.5881], [-1.7982, -0.8114, -0.7608], [6.0075, -0.1827, 1.8350], [-1.7640, -1.7525, -3.8318], [-2.8872, 2.0705, -1.9203], [-2.2280, 1.4821, 1.8722], [0.0785, 0.6950, -3.5953], [6.0914, -1.8472, -0.8574], [1.0631, -4.3569, 2.5866], [3.5474, 3.2029, -3.1834], [-4.5810, 0.7084, -1.9333], [3.5715, 1.4297, -2.1982], [-3.8279, 0.3360, 1.0847], [-2.7006, 6.7156, 2.5721], [-0.0497, 2.7475, -3.5423], [-4.1369, -3.3181, -0.4085], [2.3784, -0.5949, 5.2597], [-4.1354, -1.5182, -3.8703], [1.5846, 0.0717, 3.4172], [0.7880, -4.8528, 4.6440], [-0.9200, 6.3914, -0.6489], [4.0605, 2.5599, -2.1684], [4.3557, -3.2140, 0.1117], [0.5251, -3.9606, 3.7815], [-0.5978, -1.2046, -0.1482], [-5.4714, -4.5665, -1.9592], [-1.8526, 5.5785, 2.1841], [-2.9505, -2.1596, -4.3014], [5.0742, -1.8392, 0.1168], [-3.5062, -7.6430, -1.5787], [0.4363, -2.1015, -0.8633], [-3.4952, 1.4338, 1.6527], [-2.0148, 4.7557, 3.3749], [2.2262, 0.4281, 4.4721], [6.2563, 0.1923, 3.1934], [-2.4289, 5.1379, 0.8545], [-4.1478, 1.8980, -2.2045], [-2.9488, -5.2364, -1.6597], [0.9557, 0.7944, 0.1968], [-4.2564, -4.6756, -0.9712], [0.9387, 2.2126, 0.8630], [0.6799, 1.8094, -3.9711], [5.5849, -1.4973, 1.5142], [-1.4752, 5.1700, 4.2265], [2.1303, -1.7982, -3.8743], [6.7937, 1.1367, 3.1069], [-3.9849, -0.0100, -1.5478], [2.6567, 2.8200, -3.4665], [-0.8869, 7.2453, -1.3256], [-2.1550, 4.1394, 0.5137], [1.5411, -5.2465, 2.5988], [3.7856, 2.4325, 3.2967], [3.7159, -3.5283, 0.9363], [6.9460, -0.5777, 3.5392], [-3.5071, -3.2334, 0.3765], [-3.6662, -2.7676, -1.1124], [3.0251, -0.5644, 6.0348], [-1.5578, 0.7804, 1.5921], [-5.7823, -5.5187, -2.3891], [-0.4572, 5.5296, -1.1296], [0.2665, -4.9327, 5.5052], [0.2335, 2.9379, 0.4570], [6.7134, -2.6293, -0.7111], [1.9206, 0.2976, 0.2975], [1.5484, -5.4732, 4.4050], [5.3324, 0.1856, 3.7717], [-6.2880, -4.1167, -1.3945], [2.7069, 4.4911, 2.0557], [-2.5019, 3.0027, -1.8688], [-2.2294, -5.2098, -0.8413], [-1.0140, 2.4472, -3.5311], [-5.2542, -3.9611, -2.8392], [-0.3402, 6.4341, 0.2731], [-2.8258, -8.2312, -0.9629], [-4.1701, -0.7271, -3.2434], [0.9127, 2.0749, 1.9439], [-4.7441, 0.2802, 0.6633], [-1.9283, 2.3436, 2.3059], [-4.9065, -1.9468, -4.3621], [-3.5026, 4.9676, 0.9334], [3.6693, -3.1742, -0.7341], [3.9833, 0.9596, -1.4047], [-4.4811, -5.3727, -0.1638], [2.0897, 5.8281, 2.4066], [6.4773, -2.0852, 1.7288], [-1.3791, 3.8931, 3.1750], [-3.0245, 4.4229, 3.6153], [4.8154, 3.1759, 2.4727], [1.0936, -2.0182, -4.9554], [0.6450, -0.1106, -3.8192], [-3.1026, -0.1951, 0.6242], [-0.9899, -2.1380, -4.3537], [-1.6874, -1.1586, -3.0185], [-5.5783, 0.7154, -1.7734], [-4.0568, -8.3449, -2.2052], [1.8057, 2.8563, 0.7142], [-0.7880, -1.8897, 0.6779], [1.6799, 0.5607, 2.5387], [-0.7378, 0.6468, -3.0025], [0.2348, 3.7161, -3.5715], [-2.4517, -4.5998, -2.3916], [-4.1821, -7.4018, -0.7582], [5.0188, -4.0300, -0.1756], [2.7759, 1.0061, -2.6539], [1.0784, -3.7726, 1.7629], [-2.5334, 7.2881, 1.7570], [1.2275, -0.8729, 3.3985], [4.7899, -1.7148, 2.2275], [-2.4373, 1.2966, -1.4526], [2.0763, -1.4774, 4.8724], [-0.8112, 5.8996, 2.1648], [0.9403, 1.1172, -0.8442], [4.5037, -0.9751, -0.2237], [6.6208, -1.0367, -0.5694], [3.9286, 3.9965, -3.6785], [-3.6751, 6.4577, 2.5094]],
  "forces_ev_per_a": [[0.651, 0.445, 0.656], [-0.138, 0.538, 1.335], [-0.787, 0.773, -1.464], [1.595, 3.098, -0.219], [-0.957, 2.108, 0.147], [2.695, 0.067, -1.732], [-0.316, 1.019, -0.415], [-1.108, -3.132, -3.265], [-0.411, 0.680, -0.467], [1.660, -0.074, 1.335], [0.959, -0.826, 0.126], [0.396, -0.306, -0.479], [-0.589, 0.006, 2.193], [-2.484, 2.076, 0.576], [0.124, 0.071, -0.114], [1.274, 0.920, 0.541], [2.205, -0.816, -0.510], [-0.387, 1.717, -1.871], [0.439, 1.233, 0.432], [3.579, 0.660, 0.158], [4.712, 1.317, 1.359], [0.376, -3.426, -0.338], [1.679, 0.216, -1.004], [0.032, 0.753, -1.060], [-1.614, 3.815, -3.086], [-2.093, -4.029, 0.525], [-1.599, -9.839, 3.707], [-2.856, -4.192, -2.469], [1.177, 2.098, -0.759], [-3.319, 6.406, 1.490], [0.557, -0.391, -0.388], [0.920, -3.410, 2.715], [1.739, -1.370, -0.961], [-2.161, -0.649, -4.767], [0.708, -3.430, 4.545], [-0.957, -1.102, 1.437], [2.227, 6.685, -1.047], [-0.711, 0.605, -1.078], [-0.193, 1.232, -3.933], [-3.075, 0.548, 0.249], [0.539, -0.570, 0.470], [-1.957, 1.626, 0.429], [-0.968, 2.272, 2.761], [-0.845, 0.028, 1.475], [-0.509, 0.359, 0.250], [0.341, -0.343, -0.902], [-0.073, 1.516, 0.640], [1.668, -3.193, 0.615], [0.081, 0.813, 1.850], [0.272, -1.630, -1.721], [-0.043, -0.464, -1.366], [-1.294, 2.890, -0.683], [-0.043, -0.215, 0.152], [0.407, 1.379, -1.389], [-0.476, 0.000, -1.771], [0.223, -0.658, 0.709], [-0.295, -3.095, 0.290], [-0.025, -0.259, 2.200], [-0.547, 0.518, 0.032], [0.225, -0.158, 0.287], [-0.382, 0.086, 0.394], [-0.139, 0.111, 0.551], [0.637, 0.521, -1.122], [-0.052, 0.055, 0.453], [0.970, -0.035, -0.333], [0.187, 0.054, -0.615], [-0.513, -0.323, 0.621], [0.437, 0.389, 0.383], [0.122, 0.076, 0.846], [0.129, -0.409, 0.334], [0.022, 0.495, -0.291], [-0.436, -0.004, -0.166], [0.060, 0.120, -0.023], [0.012, -0.269, 0.292], [-0.462, -0.355, -0.493], [0.427, 0.138, -0.111], [-1.025, -0.696, 0.302], [0.171, -0.310, 0.035], [0.205, 0.002, 0.438], [0.010, -0.597, 0.681], [0.050, 0.299, 0.220], [-0.100, -0.046, -0.175], [0.470, -0.563, 0.274], [-0.172, -0.249, 0.037], [0.354, -0.837, 0.202], [-0.174, 1.210, 0.485], [0.314, 0.333, 0.240], [0.489, 0.977, -0.281], [1.285, 0.174, -0.656], [-0.326, -0.085, -0.547], [-0.699, 0.648, 0.082], [0.159, -0.012, 0.316], [0.292, -0.472, -0.060], [-0.260, 0.569, 0.550], [-0.123, 0.441, 0.322], [-0.117, -0.025, -0.160], [-0.686, -1.079, 0.098], [-0.257, 0.109, 0.052], [-0.075, 0.099, 0.167], [-0.096, -0.938, 0.081], [-0.229, -0.856, 0.362], [0.068, 0.140, -0.117], [0.171, 0.115, -0.353], [-0.069, -0.200, -0.235], [-0.708, -0.592, 0.106], [0.200, -0.390, -0.318], [-0.121, 0.190, 0.736], [0.315, -0.168, 0.180], [0.170, -0.619, -0.111], [0.173, 0.166, -0.326], [0.903, -0.944, -0.363], [-0.532, -0.298, 0.384], [-0.270, -0.090, 0.453], [0.489, 0.003, 0.026], [-0.374, -0.165, -0.335], [-0.726, 0.362, -0.264], [-0.566, 0.851, -0.336], [0.392, 0.108, 0.428], [0.431, 0.548, -0.354], [0.008, -0.146, 0.402], [-0.697, 1.141, 0.008], [-0.161, 0.088, -0.609], [-0.128, -0.575, 0.154], [0.616, 0.119, 0.461], [0.464, -0.343, 0.742], [-0.028, 0.127, -0.411], [-0.464, -0.795, -0.597], [-1.146, -0.227, 0.427], [0.689, 0.393, -0.748], [-0.085, -0.124, 0.738], [-0.121, -0.333, 0.024]],
  "e_tot_ev": -89231.1717,
  "multiplicity": 2,
  "charge": -2,
  "homo_lumo_gap_ev": [2.17, 8.85],
  "max_force_ev_per_a": 10.63,
  "homo_energy_ev": [1.639, -5.074],
  "s2": 0.7505
}